Below is C16H26BeN6O2S2 as an isolated structure at a distorted geometry, with properties calculated with ωB97M-V with the def2-TZVPD basis set.

For the relative energy (zero: lowest compared OMol25 entry of this formula, charge and spin), the calculation gives 24.7 kcal/mol. The HOMO energy is -5.75 eV. For the gap between HOMO and LUMO, the calculation gives 5.912 eV. As for the energy: -52122.668 eV. Its LUMO energy is 0.166 eV.

```
! RIJCOSX wB97M-V def2-TZVPD def2/J DEFGRID3
* xyz 0 1
Be -13.83564 -1.35698 4.01479
C -9.69100 -0.09154 2.27389
N -10.28599 -0.11080 3.63741
C -11.54836 0.29997 3.96541
S -12.45492 -0.12758 5.36901
N -12.05117 1.15185 3.05734
C -13.35919 1.74141 3.03779
H -8.81920 -0.60003 2.25601
H -9.45306 0.98313 2.05543
H -10.39570 -0.54372 1.56805
H -10.00939 -0.93072 4.12354
H -11.58511 1.19098 2.17605
H -13.74072 1.45227 4.01720
H -14.01182 1.24516 2.28205
H -13.23786 2.79352 2.80270
O -19.56518 -4.55637 7.06999
C -18.63065 -4.31166 8.09691
N -17.29430 -3.95564 7.58298
C -16.62627 -4.83857 6.88713
O -16.93735 -6.00577 6.73298
C -15.26349 -4.37082 6.44170
C -14.09752 -5.03903 6.74940
C -12.93186 -4.70080 6.03653
C -12.94779 -3.57842 5.21234
N -14.01956 -2.77559 5.13615
C -15.16577 -3.23351 5.71051
H -19.34515 -5.36421 6.60036
H -18.51260 -5.26426 8.64919
H -19.00133 -3.44779 8.67284
H -17.03574 -2.99368 7.68536
H -14.01054 -5.94384 7.34808
H -12.04185 -5.25754 6.07836
H -12.04824 -3.35527 4.65233
H -15.96493 -2.53708 5.45345
N -15.41701 -0.54421 4.49838
C -16.35458 -0.66339 3.82666
N -17.41647 -0.78293 3.06689
C -17.45624 -0.50216 1.65446
C -17.32676 -1.72846 0.79304
C -18.17837 -2.91595 1.34351
C -18.02947 -3.11836 2.83382
C -18.39095 -1.80977 3.47224
H -16.59676 0.15273 1.41517
H -18.41923 -0.02059 1.46838
H -16.29521 -2.04186 0.72245
H -17.67912 -1.42202 -0.20430
H -17.94858 -3.77598 0.73159
H -19.17224 -2.68706 1.08493
H -17.06220 -3.51154 3.16652
H -18.81617 -3.80545 3.16767
H -18.40593 -1.78838 4.56476
H -19.34385 -1.38337 3.07787
S -13.43076 -1.96960 2.14603
*
```